A 3-piece molecular cluster, C23H55N6O4P2 overall in a non-equilibrium geometry, computed with ωB97M-V with the def2-TZVPD basis set.

```
90
Properties=species:S:1:pos:R:3:lowdin_charge:R:1
C 3.295 -1.322 1.256 -0.0672
C 2.864 0.083 0.902 -0.3492
C 3.580 0.789 -0.243 -0.0688
C 1.850 0.744 1.515 -0.0949
C 0.724 1.341 0.633 -0.1943
C -0.582 1.235 1.424 -0.1730
C -1.881 1.493 0.619 -0.3590
C -1.738 1.343 -0.897 -0.0817
C -3.029 0.602 1.158 -0.1920
C -2.858 -0.895 0.843 -0.1331
C -3.461 -1.339 -0.515 -0.7163
O -4.104 -0.522 -1.218 -0.0817
O -3.244 -2.543 -0.847 -0.1093
H 3.528 -1.848 0.323 0.0741
H 4.207 -1.387 1.868 0.0682
H 2.486 -1.867 1.738 0.0726
H 4.609 1.029 0.026 0.0765
H 3.546 0.139 -1.132 0.0730
H 3.023 1.686 -0.513 0.0644
H 1.820 0.905 2.591 0.0931
H 0.741 0.761 -0.285 0.1028
H 1.014 2.383 0.430 0.1043
H -0.600 0.291 1.978 0.1048
H -0.533 2.016 2.195 0.1010
H -2.195 2.526 0.825 0.1229
H -1.055 2.105 -1.299 0.0694
H -2.684 1.469 -1.420 0.0722
H -1.295 0.369 -1.122 0.0827
H -3.970 0.961 0.735 0.1047
H -3.091 0.696 2.252 0.0999
H -1.831 -1.248 0.966 0.0994
H -3.442 -1.446 1.593 0.1028
O 0.450 4.242 3.687 -0.2841
P 1.327 5.392 4.119 0.7201
N 0.726 6.598 3.045 -0.3079
C 1.454 7.778 2.630 -0.1419
C -0.675 6.949 3.261 -0.1403
N 2.821 4.734 3.514 -0.3450
C 3.216 4.976 2.135 -0.1260
C 2.997 3.318 3.832 -0.1383
N 2.213 6.563 5.113 -0.2882
C 3.624 6.379 5.457 -0.1334
C 1.471 6.820 6.370 -0.1400
H 1.445 8.574 3.389 0.0774
H 0.998 8.182 1.722 0.0848
H 2.491 7.568 2.384 0.0511
H -0.796 7.632 4.116 0.0701
H -1.274 6.059 3.454 0.0731
H -1.094 7.431 2.376 0.0809
H 2.401 4.801 1.422 0.0875
H 4.054 4.332 1.861 0.0802
H 3.593 5.994 2.007 0.0535
H 2.440 2.672 3.150 0.0476
H 2.657 3.106 4.849 0.0771
H 4.055 3.047 3.785 0.0846
H 3.822 5.426 5.954 0.0820
H 3.935 7.184 6.131 0.0801
H 4.255 6.462 4.578 0.0734
H 1.506 5.957 7.044 0.0804
H 0.419 7.032 6.155 0.0693
H 1.875 7.689 6.891 0.0762
O -1.367 -7.804 -2.794 -0.3054
P -1.778 -7.052 -4.041 0.7126
N -0.200 -6.716 -4.661 -0.3091
C 0.121 -5.641 -5.575 -0.1451
C 0.565 -7.901 -5.028 -0.1556
N -2.431 -5.658 -3.250 -0.3473
C -1.565 -4.540 -2.893 -0.1174
C -3.289 -5.982 -2.109 -0.1409
N -2.582 -6.591 -5.557 -0.2884
C -3.706 -5.652 -5.579 -0.1283
C -2.990 -7.803 -6.303 -0.1499
H -0.144 -5.873 -6.617 0.0752
H 1.198 -5.448 -5.542 0.0815
H -0.365 -4.707 -5.309 0.0533
H 0.253 -8.301 -6.006 0.0673
H 0.439 -8.689 -4.286 0.0667
H 1.633 -7.673 -5.076 0.0760
H -0.640 -4.859 -2.396 0.0862
H -2.091 -3.846 -2.232 0.0536
H -1.314 -3.943 -3.774 0.0568
H -2.713 -6.209 -1.206 0.0810
H -3.919 -6.849 -2.333 0.0661
H -3.952 -5.141 -1.896 0.0814
H -4.533 -5.960 -4.935 0.0831
H -4.085 -5.573 -6.605 0.0782
H -3.388 -4.654 -5.297 0.0797
H -3.824 -8.319 -5.814 0.0775
H -2.155 -8.509 -6.371 0.0653
H -3.283 -7.553 -7.324 0.0733
```

Computed properties:
- total charge = -1
- E_LUMO (eV) = 1.52
- orbital gap (eV) = 5.586